Entry A
This record from the OMol25 dataset describes a structure of composition C4H4N2OS. The level of theory is ωB97M-V/def2-TZVPD.

ORCA input file:
```
! wB97M-V def2-TZVPD RIJCOSX def2/J DEFGRID3
* xyz 0 1
C 2.517 -1.011 -0.217
C 1.300 -0.220 -0.083
C -0.812 -0.055 0.764
C -1.860 -0.725 -0.058
H 2.739 -1.270 0.840
H 2.416 -1.929 -0.804
H 3.317 -0.379 -0.577
H -1.116 -0.039 1.815
N 1.122 0.909 -0.624
N -2.662 -1.231 -0.726
O 0.362 -0.821 0.697
S -0.397 1.532 0.010
*
```

The HOMO energy comes out at -9.15 eV. For the orbital gap, the calculation gives 9.7 eV.



Entry B
This record from the OMol25 dataset describes an isolated molecule of C4H4N2OS. The level of theory is ωB97M-V/def2-TZVPD.

ORCA input file:
```
! wB97M-V def2-TZVPD RIJCOSX def2/J DEFGRID3
* xyz 0 1
C 1.709 -0.282 -0.001
C 0.720 1.569 -0.001
C -0.246 0.598 -0.009
C -1.666 0.650 0.004
H 3.564 -1.067 0.166
H 2.346 -2.181 0.198
H 0.588 2.622 0.042
H -2.049 1.687 0.005
N 2.630 -1.276 -0.051
N 1.968 1.018 0.004
O 0.431 -0.609 -0.010
S -2.699 -0.600 0.002
*
```

The HOMO energy comes out at -8.44 eV. For the orbital gap, the calculation gives 7.9 eV. The SMILES is Nc1ncc(C=S)o1.



Entry C
This record from the OMol25 dataset describes a cluster of 2 separate species, C4H4N2OS in total. The level of theory is ωB97M-V/def2-TZVPD.

ORCA input file:
```
! wB97M-V def2-TZVPD RIJCOSX def2/J DEFGRID3
* xyz 0 1
C -0.771 -1.091 -0.516
C -0.438 -0.285 0.550
C -0.548 0.783 -1.369
C 1.942 1.360 1.934
N -0.704 -0.416 -1.674
N -0.307 0.950 0.014
O 2.819 2.041 2.264
S -0.033 2.380 0.854
H -0.905 -2.146 -0.516
H -0.132 -0.472 1.636
H -0.256 1.572 -1.999
H 1.675 0.309 1.733
*
```

The HOMO energy (alpha / beta) comes out at -8.44 / -8.44 eV. For the orbital gap (alpha / beta), the calculation gives 7.7 / 7.7 eV.



Going by the computed energies, the most stable comes first: entry B, entry A, entry C.



Entry A
This record from the OMol25 dataset describes a cluster of 2 separate species, C14H16 in total. The level of theory is ωB97M-V/def2-TZVPD.

ORCA input file:
```
! wB97M-V def2-TZVPD RIJCOSX def2/J DEFGRID3
* xyz 0 1
C 1.912 0.086 -2.778
C 1.741 -0.895 -0.595
C 2.416 -0.102 -1.412
C 2.257 -1.077 0.698
C 3.665 0.490 -1.097
C 3.485 -0.629 1.101
C 4.223 0.280 0.177
H 0.892 -1.506 -0.818
H 1.651 -1.563 1.288
H 2.457 0.973 -3.210
H 0.821 0.377 -2.674
H 4.261 1.141 -1.752
H 3.876 -0.684 2.066
H 5.132 0.920 0.342
H 2.372 -0.757 -3.389
C -4.854 -0.752 0.036
C -1.010 0.792 0.830
C -1.709 0.008 1.827
C -1.780 1.415 -0.060
C -2.962 -0.494 1.641
C -3.152 1.062 -0.225
C -3.656 0.003 0.556
H 0.094 0.909 0.906
H -1.041 -0.380 2.631
H -1.469 2.229 -0.611
H -3.394 -1.195 2.377
H -3.743 1.526 -0.981
H -4.272 -1.539 -0.645
H -5.634 -0.332 -0.494
H -5.449 -1.231 0.766
*
```

The HOMO energy comes out at -8.72 eV. For the orbital gap, the calculation gives 9.7 eV. The SMILES is Cc1ccccc1.Cc1ccccc1.



Entry B
This record from the OMol25 dataset describes a cluster of 2 separate species, C14H16 in total. The level of theory is ωB97M-V/def2-TZVPD.

ORCA input file:
```
! wB97M-V def2-TZVPD RIJCOSX def2/J DEFGRID3
* xyz 0 1
C -3.675 1.013 -1.750
C 0.538 1.883 -1.280
C 0.057 1.066 -2.299
C -0.426 2.512 -0.498
C -1.307 0.992 -2.570
C -1.808 2.338 -0.638
C -2.232 1.458 -1.634
H 1.606 1.910 -1.048
H 0.843 0.636 -2.935
H 0.018 3.404 -0.035
H -1.507 0.486 -3.530
H -2.513 2.763 0.084
H -3.925 0.121 -2.381
H -4.410 1.737 -2.112
H -3.985 0.773 -0.735
C 0.217 0.208 2.020
C 2.277 -0.830 0.989
C 1.124 -0.965 1.756
C 3.021 -1.941 0.628
C 0.795 -2.300 2.176
C 2.706 -3.216 1.030
C 1.586 -3.364 1.873
H 2.567 0.161 0.641
H 3.872 -1.855 -0.048
H -0.594 -0.127 2.661
H -0.195 0.820 1.187
H -0.079 -2.243 2.938
H 3.267 -4.052 0.700
H 1.338 -4.334 2.293
H 0.823 0.946 2.517
*
```

The HOMO energy comes out at -8.75 eV. For the orbital gap, the calculation gives 9.7 eV. The SMILES is Cc1ccccc1.Cc1ccccc1.



Going by the computed energies, the most stable comes first: entry B, entry A.



Entry A
This record from the OMol25 dataset describes a cluster of 2 separate species, CH3O4S in total. The level of theory is ωB97M-V/def2-TZVPD.

ORCA input file:
```
! wB97M-V def2-TZVPD RIJCOSX def2/J DEFGRID3
* xyz -1 1
C -1.064 0.560 -0.560
O 1.483 0.908 -1.137
O -0.072 -0.541 -2.600
O 1.928 -1.035 0.733
O 1.206 -1.879 -0.198
S 0.340 0.010 -1.312
H -1.965 -0.143 -0.874
H -1.059 0.568 0.601
H 1.954 -0.199 0.252
*
```

The HOMO energy (alpha / beta) comes out at -3.91 / -3.90 eV. For the orbital gap (alpha / beta), the calculation gives 7.6 / 7.6 eV.



Entry B
This record from the OMol25 dataset describes the ion CH3O4S with charge -1. The level of theory is ωB97M-V/def2-TZVPD.

ORCA input file:
```
! wB97M-V def2-TZVPD RIJCOSX def2/J DEFGRID3
* xyz -1 1
C -1.782 -0.350 -0.036
O 0.425 -1.426 -0.852
O 0.515 -0.381 1.388
O 2.190 1.044 0.138
O 0.966 1.036 -0.594
S -0.091 -0.388 0.044
H -1.891 0.658 0.312
H -2.332 -0.439 -1.008
H 2.000 0.247 0.607
*
```

The HOMO energy comes out at -4.33 eV. For the orbital gap, the calculation gives 8.4 eV. The SMILES is C=[S@](=O)([O-])OO.



Going by the computed energies, the most stable comes first: entry B, entry A.



Entry A
This record from the OMol25 dataset describes an isolated molecule of C3H6ClN3. The level of theory is ωB97M-V/def2-TZVPD.

ORCA input file:
```
! wB97M-V def2-TZVPD RIJCOSX def2/J DEFGRID3
* xyz 0 1
C -0.494 -0.078 0.331
C 0.074 1.332 0.091
C 0.765 -0.896 -0.068
N 1.787 0.123 -0.363
N 1.335 1.364 -0.147
N -1.754 -0.569 -0.283
Cl -3.178 0.116 0.436
H -0.681 -0.179 1.409
H -0.520 2.222 0.194
H 1.100 -1.549 0.738
H 0.597 -1.491 -0.968
H 2.747 -0.019 -0.090
H -1.778 -0.376 -1.279
*
```

The HOMO energy comes out at -8.51 eV. For the orbital gap, the calculation gives 9.3 eV. The SMILES is ClN[C@@H]1C=NNC1.



Entry B
This record from the OMol25 dataset describes an isolated molecule of C3H6ClN3. The level of theory is ωB97M-V/def2-TZVPD.

ORCA input file:
```
! wB97M-V def2-TZVPD RIJCOSX def2/J DEFGRID3
* xyz 0 1
C 2.048 -0.821 -0.021
C -0.165 -0.492 0.400
C -1.308 -0.563 -0.343
H 0.904 1.304 -0.688
H 1.393 1.820 0.807
H 3.459 0.619 -0.269
H 2.832 -1.551 -0.004
H -0.151 0.104 1.335
H -1.434 -1.247 -1.185
N 1.735 1.526 -0.137
N 2.507 0.409 -0.036
N 0.870 -1.308 0.076
Cl -2.720 0.342 0.027
*
```

The HOMO energy comes out at -8.08 eV. For the orbital gap, the calculation gives 8.8 eV. The SMILES is NN/C=N\C=C\Cl.



Going by the computed energies, the most stable comes first: entry B, entry A.



Entry A
This record from the OMol25 dataset describes an isolated molecule of CH4IP. The level of theory is ωB97M-V/def2-TZVPD.

ORCA input file:
```
! wB97M-V def2-TZVPD RIJCOSX def2/J DEFGRID3
* xyz 0 1
C 0.814 0.004 -0.329
P -0.787 -0.345 0.123
I -2.869 -2.142 -0.207
H 1.028 0.525 -1.210
H 1.610 -0.587 0.103
H -0.752 -0.353 1.427
H -1.863 0.472 -0.171
*
```

The HOMO energy comes out at -8.57 eV. For the orbital gap, the calculation gives 7.6 eV. The SMILES is C=[PH2]I.



Entry B
This record from the OMol25 dataset describes an isolated molecule of CH4IP. The level of theory is ωB97M-V/def2-TZVPD.

ORCA input file:
```
! wB97M-V def2-TZVPD RIJCOSX def2/J DEFGRID3
* xyz 0 1
C 1.199 -0.346 -0.304
P -0.432 -1.234 -0.064
I -2.297 0.538 0.040
H 1.718 -0.415 0.596
H 0.783 0.724 -0.461
H 1.847 -0.806 -1.165
H -2.817 1.539 1.357
*
```

The HOMO energy comes out at -7.28 eV. For the orbital gap, the calculation gives 6.4 eV.



Going by the computed energies, the most stable comes first: entry A, entry B.



Entry A
This record from the OMol25 dataset describes a structure of composition C5H20O5Ti. The level of theory is ωB97M-V/def2-TZVPD.

ORCA input file:
```
! wB97M-V def2-TZVPD RIJCOSX def2/J DEFGRID3
* xyz 1 4
Ti -0.220 -0.054 0.511
C -1.542 1.702 1.652
O -0.214 1.342 1.346
H -2.055 0.861 2.118
H -1.418 2.492 2.394
H -2.176 2.004 0.819
H 0.235 2.172 1.171
C -0.206 -2.321 -0.637
O -0.733 -1.616 0.505
H -0.221 -1.635 -1.483
H 0.727 -2.884 -0.666
H -0.985 -3.049 -0.865
H -0.375 -2.051 1.283
C -1.604 -0.118 -1.771
O -1.453 0.486 -0.491
H -0.637 -0.438 -2.160
H -2.189 -1.031 -1.663
H -2.147 0.425 -2.545
H -2.248 0.306 0.016
C 1.109 1.131 -1.387
O 1.416 -0.130 -0.873
H 0.587 1.228 -2.339
H 0.387 1.376 -0.608
H 1.893 1.881 -1.286
H 2.132 -0.531 -1.373
C 2.114 0.015 1.433
O 1.144 -0.828 0.912
H 1.723 1.028 1.534
H 2.345 -0.177 2.481
H 3.062 0.100 0.902
H 1.551 -1.683 1.070
*
```

The HOMO energy (alpha / beta) comes out at -7.39 / -14.85 eV. For the orbital gap (alpha / beta), the calculation gives 4.6 / 11.9 eV. The expectation value of S² is 3.76.



Entry B
This record from the OMol25 dataset describes a structure of composition C5H20O5Ti. The level of theory is ωB97M-V/def2-TZVPD.

ORCA input file:
```
! wB97M-V def2-TZVPD RIJCOSX def2/J DEFGRID3
* xyz 1 4
Ti -1.379 2.610 8.894
C 1.654 4.177 7.210
O 0.252 3.782 7.267
H 2.285 3.546 7.826
H 1.972 3.995 6.180
H 1.653 5.247 7.407
H -0.144 4.112 6.457
C 1.509 1.217 9.863
O 0.664 2.357 10.068
H 2.041 0.991 10.793
H 1.087 0.316 9.431
H 2.321 1.501 9.178
H 1.282 3.014 10.404
C -1.573 -0.827 10.152
O -1.493 0.117 9.059
H -0.725 -0.556 10.791
H -2.498 -0.723 10.718
H -1.392 -1.843 9.799
H -2.424 0.208 8.805
C -3.270 1.381 6.604
O -3.722 2.126 7.759
H -2.186 1.381 6.550
H -3.661 0.363 6.689
H -3.755 1.795 5.719
H -4.668 2.273 7.696
C -3.782 2.240 11.226
O -2.368 2.397 10.906
H -4.197 3.247 11.316
H -4.386 1.725 10.478
H -3.808 1.700 12.172
H -1.940 2.051 11.689
*
```

The HOMO energy (alpha / beta) comes out at -8.04 / -14.17 eV. For the orbital gap (alpha / beta), the calculation gives 5.7 / 11.5 eV. The expectation value of S² is 3.75.



Going by the computed energies, the most stable comes first: entry B, entry A.